{
  "formula": "C45H51BrF12IrN3O3SSi",
  "method": "ωB97M-V with the def2-TZVPD basis set",
  "de_lowest_ev": 0.000,
  "multiplicity": 2,
  "gap_ev": [7.750, 6.124],
  "homo_energy_ev": [-10.73, -10.87],
  "charge": 1,
  "symbols": ["Ir", "C", "C", "C", "C", "C", "N", "C", "C", "C", "C", "C", "C", "C", "C", "O", "C", "F", "F", "F", "C", "F", "F", "F", "C", "C", "C", "O", "C", "F", "F", "F", "C", "F", "F", "F", "H", "H", "H", "H", "H", "H", "H", "H", "H", "H", "H", "H", "C", "C", "C", "C", "Si", "Br", "C", "C", "C", "C", "C", "C", "C", "C", "H", "H", "H", "H", "H", "H", "H", "H", "H", "H", "H", "H", "H", "H", "H", "H", "H", "H", "H", "H", "H", "H", "H", "H", "H", "H", "H", "N", "C", "C", "C", "C", "C", "N", "C", "H", "H", "H", "H", "C", "S", "O", "C", "C", "C", "C", "C", "C", "H", "H", "H", "H", "H", "H", "H", "H"],
  "positions_angstrom": [[-0.364, 0.121, 0.457], [-3.718, 2.619, -4.758], [-3.325, 2.105, -3.402], [-3.967, 1.010, -2.824], [-3.632, 0.589, -1.550], [-2.623, 1.238, -0.854], [-2.227, 0.811, 0.453], [-3.160, 0.810, 1.435], [-4.430, 1.415, 1.173], [-5.408, 1.500, 2.127], [-5.189, 1.020, 3.417], [-6.233, 1.121, 4.484], [-3.934, 0.473, 3.711], [-2.925, 0.362, 2.788], [-1.568, -0.189, 3.185], [-0.957, -0.738, 2.097], [-1.690, -1.355, 4.227], [-1.900, -0.919, 5.474], [-0.594, -2.107, 4.233], [-2.718, -2.167, 3.903], [-0.696, 0.922, 3.878], [-1.407, 1.604, 4.783], [-0.236, 1.797, 2.989], [0.362, 0.380, 4.491], [-1.928, 2.303, -1.416], [-2.312, 2.734, -2.685], [-0.781, 2.897, -0.589], [0.091, 1.964, -0.024], [-1.376, 3.850, 0.520], [-1.756, 3.183, 1.609], [-2.456, 4.496, 0.049], [-0.490, 4.767, 0.915], [0.110, 3.797, -1.493], [0.471, 3.121, -2.603], [1.227, 4.177, -0.889], [-0.544, 4.897, -1.885], [-4.441, 1.962, -5.236], [-2.852, 2.701, -5.414], [-4.164, 3.611, -4.670], [-4.752, 0.497, -3.364], [-4.143, -0.249, -1.096], [-4.610, 1.846, 0.203], [-6.353, 1.967, 1.880], [-7.207, 1.373, 4.071], [-5.960, 1.896, 5.204], [-6.314, 0.185, 5.038], [-3.759, 0.149, 4.728], [-1.827, 3.582, -3.144], [5.791, 1.330, -1.606], [4.403, 1.389, -0.926], [4.220, 2.789, -0.327], [3.312, 1.211, -1.990], [4.369, 0.068, 0.406], [2.077, -0.108, 1.091], [4.763, -1.708, -0.159], [4.116, -2.813, 0.698], [6.297, -1.882, -0.089], [4.324, -1.961, -1.607], [5.051, 0.553, 2.112], [5.008, -0.631, 3.092], [6.520, 0.987, 1.909], [4.304, 1.717, 2.797], [5.854, 2.144, -2.333], [5.957, 0.398, -2.144], [6.613, 1.460, -0.901], [4.202, 3.512, -1.146], [5.043, 3.067, 0.330], [3.283, 2.883, 0.218], [3.409, 2.028, -2.710], [2.323, 1.281, -1.543], [3.388, 0.278, -2.542], [4.480, -2.830, 1.720], [4.363, -3.778, 0.246], [3.032, -2.726, 0.738], [6.676, -1.817, 0.929], [6.833, -1.151, -0.696], [6.553, -2.875, -0.469], [3.256, -1.804, -1.744], [4.544, -3.003, -1.856], [4.854, -1.338, -2.325], [5.663, -1.446, 2.791], [4.000, -1.025, 3.224], [5.355, -0.281, 4.067], [7.140, 0.209, 1.463], [6.947, 1.225, 2.887], [6.603, 1.880, 1.291], [3.245, 1.519, 2.932], [4.404, 2.658, 2.268], [4.743, 1.851, 3.789], [-1.250, 0.310, -5.982], [-0.837, -0.151, -5.016], [-0.328, -0.735, -3.802], [0.092, -2.059, -3.773], [0.561, -2.568, -2.581], [0.578, -1.751, -1.467], [0.163, -0.479, -1.492], [-0.279, 0.026, -2.644], [0.054, -2.663, -4.670], [0.913, -3.586, -2.504], [0.939, -2.111, -0.514], [-0.576, 1.054, -2.651], [-2.185, -4.009, 1.270], [-2.866, -2.518, 0.572], [-1.745, -1.936, -0.274], [-3.989, -3.230, -0.605], [-5.203, -3.729, -0.148], [-6.126, -4.205, -1.064], [-5.841, -4.157, -2.423], [-4.630, -3.647, -2.867], [-3.693, -3.174, -1.956], [-1.783, -4.613, 0.459], [-2.973, -4.541, 1.802], [-1.409, -3.699, 1.968], [-5.430, -3.744, 0.912], [-7.072, -4.600, -0.720], [-6.570, -4.514, -3.138], [-4.416, -3.606, -3.926], [-2.750, -2.752, -2.278]]
}

---

{
  "formula": "C45H52BBrIN6PRb",
  "method": "ωB97M-V with the def2-TZVPD basis set",
  "de_lowest_ev": 0.124,
  "gap_ev": 5.104,
  "homo_energy_ev": -3.02,
  "charge": -1,
  "symbols": ["Rb", "C", "C", "C", "C", "C", "C", "N", "N", "B", "N", "C", "C", "C", "N", "C", "C", "C", "N", "C", "C", "C", "N", "C", "C", "C", "H", "H", "H", "H", "H", "H", "H", "H", "H", "H", "H", "H", "H", "H", "H", "H", "H", "H", "H", "H", "H", "H", "H", "H", "H", "H", "H", "H", "C", "C", "C", "C", "C", "C", "C", "P", "C", "C", "C", "C", "C", "C", "C", "C", "C", "C", "C", "C", "C", "C", "H", "H", "H", "H", "H", "H", "H", "H", "H", "H", "H", "H", "H", "H", "H", "H", "H", "H", "H", "H", "Br", "C", "C", "C", "C", "C", "C", "I", "H", "H", "H", "H"],
  "positions_angstrom": [[0.049, 0.206, -0.386], [2.656, -2.009, -0.791], [4.001, -1.297, -0.737], [5.091, -2.268, -0.280], [3.961, -0.085, 0.156], [5.059, 0.634, 0.668], [4.488, 1.595, 1.469], [3.152, 1.451, 1.421], [2.816, 0.422, 0.607], [2.158, 2.271, 2.287], [1.386, 3.348, 1.484], [1.621, 4.669, 1.592], [0.727, 5.339, 0.792], [-0.050, 4.315, 0.216], [0.354, 3.120, 0.634], [-1.200, 4.494, -0.737], [-0.726, 5.077, -2.072], [-1.974, 3.206, -0.973], [1.237, 1.368, 3.139], [1.293, 1.301, 4.483], [0.364, 0.385, 4.913], [-0.236, -0.078, 3.726], [0.295, 0.515, 2.662], [-1.346, -1.091, 3.619], [-1.729, -1.387, 2.176], [-2.574, -0.633, 4.410], [2.715, -2.894, -1.422], [1.896, -1.356, -1.215], [2.342, -2.312, 0.211], [4.250, -0.969, -1.750], [4.898, -2.604, 0.743], [6.081, -1.809, -0.299], [5.114, -3.147, -0.929], [6.109, 0.464, 0.496], [4.933, 2.360, 2.083], [2.847, 2.890, 3.068], [2.399, 5.032, 2.243], [0.631, 6.404, 0.655], [-1.877, 5.223, -0.278], [-0.028, 4.387, -2.555], [-0.211, 6.030, -1.934], [-1.568, 5.235, -2.750], [-1.361, 2.503, -1.540], [-2.873, 3.397, -1.561], [-2.264, 2.723, -0.038], [1.992, 1.913, 5.030], [0.150, 0.092, 5.928], [-0.982, -2.019, 4.079], [-2.112, -0.484, 1.697], [-2.508, -2.150, 2.123], [-0.864, -1.739, 1.611], [-2.971, 0.290, 3.980], [-2.329, -0.435, 5.455], [-3.360, -1.391, 4.378], [-3.466, 1.403, -4.372], [-2.602, 0.993, -5.536], [-2.999, 1.304, -6.834], [-2.250, 0.912, -7.936], [-1.084, 0.189, -7.747], [-0.677, -0.129, -6.457], [-1.414, 0.270, -5.345], [-0.915, -0.169, -3.620], [0.820, -0.691, -3.954], [1.219, -2.024, -4.007], [2.533, -2.382, -4.287], [3.481, -1.394, -4.496], [3.104, -0.059, -4.412], [1.790, 0.314, -4.150], [1.438, 1.780, -4.088], [-1.855, -1.649, -3.261], [-1.839, -2.766, -4.119], [-2.559, -3.910, -3.881], [-3.364, -3.935, -2.710], [-3.461, -2.861, -1.884], [-2.780, -1.602, -2.136], [-3.059, -0.499, -1.348], [-4.333, 1.968, -4.718], [-2.907, 2.021, -3.667], [-3.822, 0.536, -3.809], [-3.917, 1.863, -6.980], [-2.583, 1.164, -8.936], [-0.494, -0.136, -8.596], [0.237, -0.695, -6.316], [0.484, -2.799, -3.833], [2.810, -3.429, -4.329], [4.511, -1.656, -4.705], [3.849, 0.717, -4.555], [2.331, 2.392, -4.216], [0.980, 2.043, -3.131], [0.718, 2.055, -4.863], [-1.223, -2.720, -5.016], [-2.511, -4.755, -4.554], [-3.927, -4.832, -2.472], [-4.106, -2.908, -1.012], [-3.829, -0.562, -0.588], [-2.731, 0.492, -1.635], [-0.089, -7.785, -0.797], [-0.409, -6.884, 0.834], [-0.595, -7.669, 1.965], [-0.835, -7.073, 3.193], [-0.887, -5.693, 3.291], [-0.702, -4.912, 2.161], [-0.462, -5.500, 0.920], [-0.220, -4.233, -0.701], [-0.551, -8.746, 1.873], [-0.980, -7.692, 4.070], [-1.070, -5.215, 4.245], [-0.745, -3.835, 2.233]]
}